(1)
C99H204F15N8O13S3 | ωB97M-V/def2-TZVPD

Calculated values
energy	-217747.2686	eV
M	2095.935	g/mol
F_max	5.8	eV Å⁻¹
LUMO energy	-4.9	eV
net charge	+3

Each line ends with the Mulliken charge.
CARTESIAN COORDINATES (ANGSTROEM)
C 15.210 17.405 12.018  -1.551
C 16.481 18.203 12.346  0.240
C 17.704 17.521 13.086  -0.890
C 17.359 16.941 14.521  -0.944
N 18.549 16.269 15.235  1.421
C 18.170 15.762 16.620  -0.121
C 18.524 16.828 17.644  0.724
C 19.285 17.933 16.974  1.119
C 19.594 17.328 15.615  -1.739
C 19.130 15.113 14.409  -1.386
C 18.189 13.965 14.014  0.342
C 18.844 12.869 13.191  -1.644
H 14.677 17.058 12.903  0.306
H 15.400 16.534 11.391  0.356
H 14.607 18.104 11.439  0.457
H 16.164 18.891 13.131  -0.553
H 16.821 18.864 11.549  0.630
H 18.472 18.293 13.132  0.387
H 17.978 16.754 12.362  0.458
H 16.663 16.103 14.561  0.880
H 17.083 17.685 15.269  0.178
H 18.499 14.731 16.750  -0.195
H 17.081 15.746 16.572  0.370
H 19.197 16.474 18.425  -0.042
H 17.751 17.128 18.351  -0.766
H 20.149 18.250 17.559  -0.029
H 18.801 18.884 16.757  -0.880
H 20.508 16.748 15.745  0.276
H 19.887 18.078 14.880  0.712
H 20.011 14.733 14.926  0.687
H 19.672 15.470 13.533  0.667
H 17.313 14.327 13.476  0.168
H 17.780 13.509 14.916  0.106
H 19.818 12.520 13.535  0.375
H 19.128 13.152 12.178  0.399
H 18.232 11.981 13.034  0.401
C 10.121 16.273 27.181  -1.286
C 10.133 15.653 25.805  -0.613
C 11.373 14.815 25.416  -0.627
C 12.667 15.591 25.234  -0.478
N 13.809 14.769 24.574  1.069
C 13.474 14.252 23.177  0.319
C 13.658 12.753 23.300  -0.553
C 13.413 12.424 24.743  -0.642
C 14.047 13.536 25.574  -0.833
C 15.234 15.496 24.458  -1.259
C 15.012 16.954 23.983  1.315
C 16.210 17.835 23.848  -0.912
H 10.113 15.464 27.911  0.345
H 9.241 16.906 27.293  0.394
H 10.942 16.964 27.370  0.296
H 10.097 16.456 25.068  0.263
H 9.224 15.053 25.758  0.377
H 11.076 14.289 24.509  0.328
H 11.510 13.996 26.122  0.470
H 13.098 16.142 26.070  0.717
H 12.513 16.472 24.610  -0.348
H 14.206 14.680 22.492  -0.319
H 12.464 14.612 22.983  0.325
H 14.651 12.398 23.026  -0.223
H 12.948 12.223 22.665  0.557
H 13.740 11.453 25.116  0.567
H 12.325 12.391 24.790  0.244
H 15.097 13.255 25.651  0.448
H 13.764 13.678 26.617  0.290
H 15.910 15.032 23.740  0.321
H 15.668 15.483 25.458  0.537
H 14.363 17.419 24.725  0.074
H 14.541 17.047 23.005  -0.657
H 15.898 18.869 23.704  -0.189
H 16.879 17.635 23.011  -0.348
H 16.839 17.791 24.738  0.949
C 19.403 20.606 23.319  -1.303
C 19.253 20.287 21.819  2.292
C 18.010 20.987 21.199  0.403
C 17.513 20.522 19.757  -1.104
N 16.107 20.941 19.270  1.557
C 16.198 22.448 19.008  0.400
C 14.917 23.058 19.442  -0.399
C 14.570 22.266 20.744  -0.079
C 14.991 20.820 20.346  -0.250
C 15.747 20.090 17.980  0.628
C 14.537 20.515 17.115  0.515
C 14.381 19.720 15.819  -1.788
H 19.592 21.669 23.465  0.108
H 20.230 20.021 23.721  0.197
H 18.501 20.285 23.841  0.482
H 19.244 19.202 21.714  -0.096
H 20.159 20.645 21.329  -1.558
H 18.246 22.052 21.195  0.111
H 17.098 20.950 21.795  -0.240
H 17.363 19.451 19.895  0.117
H 18.217 20.604 18.929  0.233
H 16.499 22.688 17.988  -0.424
H 17.013 22.911 19.564  -0.166
H 14.206 23.021 18.616  -0.209
H 15.153 24.115 19.566  0.674
H 13.512 22.523 20.798  0.260
H 15.205 22.457 21.610  0.238
H 14.162 20.314 19.851  -0.077
H 15.335 20.065 21.052  -0.113
H 15.636 19.085 18.387  0.078
H 16.626 20.097 17.335  -0.432
H 14.553 21.535 16.730  -0.762
H 13.652 20.403 17.742  0.526
H 14.436 18.642 15.969  0.331
H 15.105 19.909 15.026  0.059
H 13.417 19.947 15.364  0.559
C 21.623 24.119 31.883  -1.275
C 22.291 23.305 30.719  -0.505
C 21.425 23.178 29.371  -0.446
C 22.095 22.124 28.535  -1.109
N 21.502 21.895 27.091  0.697
C 20.145 21.240 27.183  -0.496
C 20.358 19.730 26.932  -0.141
C 21.869 19.471 26.741  -1.055
C 22.327 20.846 26.270  -0.116
C 21.303 23.181 26.214  -0.420
C 22.661 23.854 25.872  -0.168
C 22.558 25.171 25.142  -1.489
H 21.247 25.072 31.511  0.324
H 22.327 24.268 32.702  0.370
H 20.742 23.563 32.206  0.338
H 22.497 22.267 30.979  0.351
H 23.195 23.855 30.459  0.348
H 21.380 24.153 28.886  0.329
H 20.364 22.962 29.499  0.465
H 22.074 21.166 29.055  0.525
H 23.141 22.303 28.289  0.388
H 19.553 21.601 26.342  0.388
H 19.756 21.533 28.158  0.319
H 19.779 19.390 26.073  -0.284
H 20.009 19.062 27.719  0.471
H 22.008 18.652 26.035  0.522
H 22.438 19.323 27.659  0.375
H 21.951 20.861 25.247  -0.595
H 23.411 20.956 26.275  0.682
H 20.613 23.804 26.784  0.616
H 20.880 22.931 25.241  0.066
H 23.129 23.125 25.211  0.152
H 23.306 23.981 26.741  0.292
H 23.505 25.563 24.772  0.397
H 22.325 25.919 25.899  0.434
H 21.769 25.105 24.392  0.241
C 22.940 19.463 15.846  -1.711
C 22.750 20.026 17.225  0.683
C 22.983 21.524 17.339  -0.353
C 22.812 22.050 18.832  0.046
N 22.784 23.577 18.983  0.959
C 22.507 23.991 20.470  -1.274
C 20.989 23.723 20.615  0.531
C 20.382 23.901 19.240  0.542
C 21.569 24.194 18.334  -1.437
C 24.055 24.303 18.430  -1.184
C 25.404 23.636 18.774  -0.031
C 26.546 24.609 18.383  -1.386
H 22.509 19.993 14.997  0.255
H 22.669 18.407 15.831  0.326
H 24.018 19.388 15.700  0.514
H 23.472 19.484 17.835  0.650
H 21.747 19.889 17.629  -0.706
H 22.134 21.948 16.805  -0.400
H 23.800 22.033 16.827  0.423
H 23.719 21.765 19.365  0.732
H 21.857 21.621 19.135  -0.589
H 22.808 25.031 20.596  0.255
H 23.116 23.362 21.120  0.632
H 20.499 24.351 21.359  1.054
H 20.960 22.712 21.019  -1.176
H 19.539 24.568 19.061  0.417
H 19.887 22.952 19.034  -0.587
H 21.794 25.247 18.168  0.572
H 21.431 23.969 17.276  0.328
H 24.066 25.374 18.635  0.563
H 23.965 24.170 17.352  0.520
H 25.477 22.643 18.331  0.237
H 25.479 23.550 19.858  0.212
H 27.487 24.402 18.893  0.398
H 26.262 25.531 18.889  0.358
H 26.577 24.821 17.314  0.341
C 9.868 23.122 24.224  -1.401
C 10.704 24.159 24.897  -0.374
C 11.280 25.083 23.903  0.766
C 12.378 25.877 24.495  -1.421
N 13.169 26.858 23.462  0.744
C 13.814 27.942 24.400  -0.734
C 12.924 29.095 24.470  -0.802
C 11.831 28.993 23.331  -0.709
C 12.222 27.736 22.534  -0.251
C 14.289 26.201 22.639  -0.293
C 15.394 25.552 23.447  -0.284
C 16.497 24.843 22.642  -1.718
H 9.162 22.669 24.921  0.422
H 10.447 22.318 23.771  0.074
H 9.223 23.495 23.429  0.490
H 11.464 23.643 25.483  0.335
H 10.156 24.858 25.529  0.396
H 10.547 25.778 23.494  0.394
H 11.740 24.537 23.079  -0.427
H 13.136 25.241 24.950  0.278
H 11.948 26.533 25.251  0.427
H 14.684 28.247 23.819  0.461
H 14.218 27.488 25.304  0.450
H 13.519 30.000 24.347  0.398
H 12.446 29.170 25.447  0.314
H 11.935 29.926 22.776  0.346
H 10.846 28.981 23.796  0.352
H 12.903 28.053 21.745  0.471
H 11.420 27.193 22.035  0.007
H 14.686 26.945 21.949  0.661
H 13.682 25.446 22.140  -0.215
H 15.132 24.860 24.247  0.373
H 15.963 26.387 23.854  0.344
H 16.886 25.605 21.966  0.595
H 16.014 24.242 21.873  0.131
H 17.279 24.433 23.282  0.418
C 17.033 26.620 18.064  -1.646
C 16.714 26.086 16.674  0.940
C 15.232 26.003 16.259  -1.335
C 14.906 24.955 15.148  -0.158
N 13.411 24.854 14.657  0.368
C 12.638 26.188 14.616  -0.461
C 11.159 25.801 14.653  -1.164
C 11.143 24.495 15.447  -0.126
C 12.570 24.018 15.653  0.585
C 13.383 24.116 13.242  -1.054
C 14.210 22.804 13.178  1.252
C 14.363 22.405 11.674  -1.601
H 16.768 27.677 18.078  0.453
H 18.122 26.576 18.085  0.409
H 16.780 26.145 19.012  0.250
H 17.020 25.041 16.610  -0.859
H 17.313 26.684 15.988  0.592
H 14.848 26.983 15.977  0.676
H 14.610 25.849 17.140  0.388
H 15.360 23.987 15.358  -0.203
H 15.413 25.202 14.215  0.661
H 12.888 26.699 13.686  0.374
H 12.931 26.683 15.542  0.369
H 10.670 25.890 13.683  0.253
H 10.610 26.509 15.274  0.560
H 10.517 23.714 15.014  0.539
H 10.670 24.713 16.404  -0.235
H 12.732 22.993 15.320  -0.238
H 12.964 24.006 16.669  -0.319
H 13.748 24.854 12.528  0.460
H 12.318 24.142 13.010  0.566
H 13.624 22.018 13.653  0.023
H 15.130 22.939 13.747  -0.280
H 13.439 21.945 11.323  0.466
H 15.150 21.665 11.531  0.282
H 14.703 23.093 10.901  0.378
C 19.609 16.461 23.048  -1.076
C 19.315 16.027 21.612  1.288
C 19.196 14.502 21.510  -0.894
C 18.777 13.939 20.157  -0.801
N 18.743 12.350 20.056  0.703
C 18.263 11.939 18.649  -0.526
C 16.748 11.839 18.622  -1.387
C 16.269 11.921 20.040  0.438
C 17.494 11.801 20.875  -1.242
C 20.030 11.602 20.505  -1.179
C 21.324 11.913 19.714  -0.098
C 22.503 11.065 20.228  -1.395
H 20.375 15.829 23.499  0.673
H 18.704 16.365 23.648  0.066
H 20.113 17.418 23.177  -0.266
H 20.134 16.439 21.023  0.296
H 18.369 16.493 21.334  -0.486
H 18.404 14.181 22.187  -0.065
H 20.158 14.118 21.847  0.296
H 19.672 14.040 19.542  0.572
H 17.907 14.263 19.585  0.159
H 18.543 10.890 18.738  0.512
H 18.784 12.412 17.817  0.389
H 16.469 10.923 18.103  0.497
H 16.232 12.432 17.867  0.393
H 15.392 11.358 20.360  0.667
H 16.048 12.975 20.211  -0.277
H 17.651 10.753 21.132  0.505
H 17.319 12.269 21.843  0.475
H 19.777 10.542 20.538  0.703
H 20.177 11.713 21.580  0.622
H 21.472 12.992 19.756  0.216
H 21.104 11.688 18.670  0.315
H 22.615 11.353 21.273  0.354
H 23.448 11.188 19.700  0.382
H 22.277 10.000 20.173  0.339
C 19.414 21.888 15.533  -0.110
O 20.122 23.085 15.302  -0.282
O 18.867 21.877 16.856  0.446
C 18.495 21.446 14.346  0.323
F 19.041 21.424 13.146  -0.335
F 18.016 20.242 14.579  -0.062
F 17.359 22.193 14.262  -0.203
C 19.527 24.220 14.670  0.236
C 20.476 25.401 14.985  -1.200
H 20.009 26.213 14.429  0.433
H 20.354 25.481 16.065  0.122
H 21.535 25.225 14.791  0.329
H 18.542 24.424 15.090  -0.089
H 19.514 24.028 13.597  0.346
H 20.242 21.179 15.560  -0.753
C 12.927 20.673 25.807  -0.147
O 12.132 20.569 24.557  -0.265
O 12.897 19.430 26.427  -0.843
C 14.123 21.523 25.599  0.546
F 13.916 22.652 24.904  0.085
F 14.593 21.891 26.800  -0.336
F 15.214 21.014 24.986  -0.260
C 12.590 19.848 23.425  2.151
C 11.524 20.109 22.337  -1.654
H 11.615 19.332 21.579  0.231
H 10.513 20.055 22.741  0.581
H 11.562 21.042 21.775  0.105
H 12.508 18.772 23.580  -0.977
H 13.559 20.186 23.059  -0.209
H 12.324 21.311 26.453  0.043
C 10.196 23.614 19.005  0.516
F 9.944 22.862 20.139  -0.178
F 11.173 23.066 18.276  -0.187
F 9.181 23.703 18.121  -0.224
S 10.823 25.298 19.602  1.201
O 11.904 25.044 20.598  -0.798
O 11.325 25.948 18.412  -0.559
O 9.663 25.921 20.272  -0.791
C 12.907 16.956 19.875  0.261
F 12.583 16.844 21.182  -0.058
F 12.149 16.199 19.085  -0.221
F 12.664 18.169 19.430  -0.183
S 14.870 16.542 19.599  0.488
O 14.941 15.125 19.903  -0.428
O 15.249 16.808 18.193  -0.328
O 15.656 17.397 20.465  -0.558
C 22.867 19.099 21.457  0.336
F 23.865 18.412 20.956  -0.234
F 22.060 19.650 20.546  0.094
F 22.087 18.290 22.201  -0.155
S 23.708 20.438 22.613  0.836
O 24.674 21.203 21.768  -0.651
O 22.590 21.353 23.021  -0.431
O 24.339 19.771 23.746  -0.661

***

(2)
C9Cl3I3O3 | ωB97M-V/def2-TZVPD

Calculated values
ΔE to the lowest compared entry with this formula, charge and spin	111.7	kJ/mol
energy	-77341.9766	eV
SMILES string	O=C(Cl)c1c(I)c(C(=O)Cl)c(I)c(C(=O)Cl)c1I
M	643.167	g/mol
F_max	6.7	eV Å⁻¹
LUMO energy	-1.9	eV
net charge	0

Each line ends with the Mulliken charge.
CARTESIAN COORDINATES (ANGSTROEM)
O 2.308 -2.314 -1.362  -0.391
O 1.248 2.682 2.027  -0.405
O -3.321 0.710 -1.247  -0.439
Cl 2.446 -0.822 -3.328  -0.146
Cl 1.204 0.748 3.740  -0.100
Cl -3.957 -1.177 0.230  -0.087
I 3.734 0.670 0.076  0.113
I -1.613 -1.939 -2.733  0.127
I -2.178 1.018 2.715  0.108
C 1.790 -1.299 -1.746  -0.142
C 1.065 1.497 2.214  -0.252
C -2.805 -0.025 -0.370  -0.522
C 1.443 0.256 0.019  -1.441
C -0.569 -0.655 -1.176  -1.312
C -0.804 0.547 0.997  -0.832
C 0.793 -0.513 -0.974  2.134
C 0.596 0.658 1.038  1.705
C -1.380 -0.041 -0.120  1.883

***

(3)
C9H10AsBF6FeN6 | ωB97M-V/def2-TZVPD

Calculated values
ΔE to the lowest compared entry with this formula, charge and spin	155.4	kJ/mol
energy	-130639.1124	eV
M	457.788	g/mol
spin multiplicity	2
F_max	4.1	eV Å⁻¹
LUMO energy (alpha / beta)	-6.9 / -6.3	eV
net charge	+1

Each line ends with the Mulliken spin population.
CARTESIAN COORDINATES (ANGSTROEM)
Fe -0.026 0.012 0.894  1.156
C -1.775 3.143 -1.296  -0.008
C -1.436 2.548 -0.077  -0.011
N -0.797 1.404 -0.289  -0.048
N -0.714 1.237 -1.630  -0.015
C -1.297 2.279 -2.253  0.005
B -0.051 0.000 -2.201  0.028
N -0.715 -1.233 -1.621  -0.018
C -1.298 -2.279 -2.235  0.005
C -1.776 -3.135 -1.272  -0.008
C -1.436 -2.531 -0.057  -0.010
N -0.797 -1.389 -0.278  -0.048
N 1.425 0.002 -1.641  -0.012
C 2.553 -0.001 -2.250  0.004
C 3.595 0.002 -1.239  -0.006
C 2.896 0.006 0.000  -0.011
N 1.622 0.006 -0.239  -0.055
H -2.300 4.068 -1.451  0.000
H -1.627 2.889 0.929  -0.001
H -1.345 2.340 -3.328  0.000
H -0.041 -0.004 -3.394  0.000
H -1.347 -2.347 -3.310  0.000
H -2.302 -4.061 -1.420  0.000
H -1.626 -2.866 0.952  -0.001
H 2.631 -0.004 -3.327  0.000
H 4.663 0.001 -1.398  -0.001
H 3.279 0.009 1.010  -0.001
F -0.024 0.027 2.734  0.054
As 0.005 -0.017 4.837  0.002
F -0.687 -1.549 4.561  0.001
F 0.037 -0.056 6.514  0.000
F 1.541 -0.704 4.542  0.001
F 0.701 1.522 4.607  0.001
F -1.531 0.683 4.625  0.001